No. 1
{"formula": "C17H20N2S", "method": "wB97M-V/def2-TZVPD", "species": ["S", "C", "N", "C", "C", "C", "C", "C", "C", "C", "C", "C", "N", "C", "C", "C", "C", "C", "C", "C", "H", "H", "H", "H", "H", "H", "H", "H", "H", "H", "H", "H", "H", "H", "H", "H", "H", "H", "H", "H"], "positions_angstrom": [[-1.44, -3.06, -1.10], [-1.18, -1.89, 0.04], [-2.22, -1.48, 0.80], [-2.23, -0.66, 1.99], [-3.14, 0.56, 1.83], [-2.45, 1.75, 1.16], [-1.82, 1.43, -0.17], [-0.48, 1.69, -0.39], [0.11, 1.41, -1.62], [-0.65, 0.84, -2.63], [-1.99, 0.57, -2.42], [-2.57, 0.88, -1.20], [0.04, -1.35, 0.25], [1.14, -1.67, -0.64], [2.38, -0.95, -0.23], [3.21, -0.37, -1.18], [4.36, 0.30, -0.80], [4.69, 0.40, 0.54], [3.88, -0.18, 1.49], [2.73, -0.85, 1.11], [-3.08, -1.96, 0.59], [-1.21, -0.35, 2.23], [-2.60, -1.27, 2.82], [-4.02, 0.27, 1.26], [-3.48, 0.88, 2.82], [-3.19, 2.55, 1.02], [-1.68, 2.14, 1.83], [0.12, 2.14, 0.39], [1.15, 1.63, -1.77], [-0.19, 0.61, -3.58], [-2.58, 0.13, -3.20], [-3.62, 0.68, -1.05], [0.07, -0.41, 0.63], [0.87, -1.43, -1.68], [1.29, -2.76, -0.59], [2.95, -0.45, -2.23], [5.00, 0.74, -1.55], [5.59, 0.92, 0.84], [4.14, -0.11, 2.54], [2.10, -1.31, 1.86]], "homo_lumo_gap_ev": 8.5, "e_above_lowest_kj_mol": 0.00, "largest_force_ha_per_bohr": 0.016, "lumo_ev": 0.69, "smiles": "S=C(NCCCc1ccccc1)NCc1ccccc1"}

No. 2
{"formula": "C17H20N4O2", "method": "wB97M-V/def2-TZVPD", "species": ["C", "C", "N", "C", "C", "N", "C", "C", "N", "C", "O", "C", "C", "C", "C", "O", "C", "C", "C", "C", "N", "C", "C", "H", "H", "H", "H", "H", "H", "H", "H", "H", "H", "H", "H", "H", "H", "H", "H", "H", "H", "H", "H"], "positions_angstrom": [[-3.13, 1.10, 6.09], [-1.67, 1.22, 5.66], [-1.19, 0.00, 5.06], [-0.55, -1.02, 5.72], [-0.32, -1.99, 4.79], [-0.81, -1.60, 3.58], [-1.33, -0.41, 3.77], [-1.99, 0.38, 2.70], [-1.55, -0.11, 1.41], [-1.11, 0.75, 0.46], [-1.19, 1.96, 0.58], [-0.54, 0.10, -0.76], [-0.95, -1.17, -1.19], [-0.44, -1.76, -2.32], [0.52, -1.04, -3.02], [1.20, -1.36, -4.15], [2.00, -0.28, -4.38], [2.86, -0.28, -5.59], [2.04, 0.23, -6.78], [4.10, 0.58, -5.36], [1.88, 0.67, -3.52], [0.94, 0.24, -2.61], [0.41, 0.83, -1.48], [-3.76, 0.90, 5.23], [-3.45, 2.02, 6.56], [-3.25, 0.28, 6.80], [-1.56, 2.03, 4.94], [-1.04, 1.43, 6.53], [-0.31, -0.96, 6.76], [0.17, -2.94, 4.90], [-3.09, 0.29, 2.78], [-1.74, 1.45, 2.75], [-1.28, -1.08, 1.41], [-1.72, -1.69, -0.63], [-0.77, -2.73, -2.66], [3.15, -1.32, -5.79], [1.73, 1.26, -6.59], [2.65, 0.21, -7.68], [1.16, -0.38, -6.93], [4.70, 0.18, -4.54], [3.80, 1.59, -5.10], [4.71, 0.60, -6.26], [0.70, 1.81, -1.15]], "homo_lumo_gap_ev": 9.6, "e_above_lowest_kj_mol": 77.41, "largest_force_ha_per_bohr": 0.025, "lumo_ev": 0.83, "smiles": "CCn1ccnc1CNC(=O)c1ccc2oc(C(C)C)nc2c1"}

No. 3
{"formula": "C17H20N4O2S", "method": "wB97M-V/def2-TZVPD", "species": ["C", "N", "C", "O", "C", "C", "C", "C", "C", "C", "N", "C", "C", "N", "C", "N", "C", "C", "C", "S", "C", "C", "O", "C", "H", "H", "H", "H", "H", "H", "H", "H", "H", "H", "H", "H", "H", "H", "H", "H", "H", "H", "H", "H"], "positions_angstrom": [[-4.49, -6.34, -2.70], [-3.36, -5.49, -2.63], [-3.34, -4.12, -2.26], [-4.43, -3.63, -1.98], [-2.03, -3.40, -1.85], [-0.72, -3.92, -2.08], [0.42, -3.33, -1.57], [0.34, -2.15, -0.93], [1.78, -1.67, -0.47], [-0.89, -1.47, -0.83], [-1.06, -0.25, -0.20], [-0.71, 1.02, -0.79], [-0.06, 1.74, 0.35], [0.64, 2.95, 0.31], [1.25, 3.03, 1.53], [1.97, 4.23, 1.65], [2.71, 4.90, 2.71], [1.94, 6.24, 3.04], [4.07, 5.19, 2.22], [0.89, 1.78, 2.74], [-0.09, 1.05, 1.50], [-0.78, -0.17, 1.24], [-0.96, -1.01, 2.03], [-2.07, -2.06, -1.28], [-4.55, -6.84, -3.61], [-5.38, -5.67, -2.52], [-4.32, -7.03, -1.91], [-2.51, -5.92, -2.33], [-0.73, -4.94, -2.40], [1.43, -3.74, -1.78], [2.60, -2.07, -1.13], [1.85, -2.01, 0.54], [1.70, -0.54, -0.37], [-0.02, 0.84, -1.66], [-1.50, 1.53, -1.20], [2.20, 4.60, 0.81], [2.77, 4.26, 3.60], [1.92, 6.56, 4.07], [2.47, 7.10, 2.53], [0.96, 6.29, 2.51], [4.58, 4.34, 1.89], [3.91, 5.88, 1.40], [4.62, 5.77, 3.00], [-3.01, -1.56, -1.19]], "homo_lumo_gap_ev": 8.8, "e_above_lowest_kj_mol": 379.41, "largest_force_ha_per_bohr": 0.091, "lumo_ev": 0.53, "smiles": "CNC(=O)c1ccc(C)c(N2Cc3nc(NC(C)C)sc3C2=O)c1"}

No. 4
{"formula": "C17H20N4O3PS2SeTl", "method": "wB97M-V/def2-TZVPD", "species": ["Tl", "Se", "N", "C", "C", "C", "C", "C", "N", "C", "C", "N", "C", "C", "C", "C", "C", "N", "H", "H", "H", "H", "H", "H", "C", "C", "O", "P", "S", "S", "O", "C", "C", "H", "H", "H", "H", "H", "H", "H", "H", "H", "H", "C", "O", "H", "H", "H", "H"], "positions_angstrom": [[-0.27, -0.70, -0.38], [-3.52, 2.35, 6.56], [-3.80, 2.65, 4.86], [-2.93, 1.97, 4.14], [-2.85, 1.98, 2.71], [-3.68, 2.78, 1.93], [-3.53, 2.78, 0.56], [-2.55, 1.95, 0.01], [-1.79, 1.17, 0.73], [-1.89, 1.17, 2.07], [-0.99, 0.33, 2.85], [-0.12, -0.45, 2.22], [0.76, -1.17, 2.90], [0.83, -1.15, 4.29], [-0.08, -0.37, 4.98], [-1.02, 0.38, 4.26], [-2.01, 1.19, 4.91], [-2.18, 1.28, 6.22], [-4.43, 3.39, 2.42], [-4.14, 3.40, -0.08], [-2.39, 1.92, -1.06], [1.43, -1.78, 2.31], [1.58, -1.73, 4.80], [-0.08, -0.33, 6.05], [2.05, -1.85, -6.87], [1.48, -1.83, -5.47], [2.18, -0.84, -4.70], [1.94, -0.63, -3.15], [1.60, -2.46, -2.31], [0.61, 0.87, -2.85], [3.32, -0.04, -2.64], [4.56, -0.75, -2.89], [5.29, -0.13, -4.06], [1.55, -2.63, -7.44], [3.12, -2.06, -6.84], [1.89, -0.89, -7.36], [1.60, -2.80, -4.98], [0.41, -1.58, -5.50], [4.33, -1.80, -3.07], [5.13, -0.67, -1.96], [4.62, -0.05, -4.91], [6.14, -0.75, -4.34], [5.64, 0.87, -3.81], [1.85, 1.95, 1.33], [1.58, 1.09, 0.22], [2.32, 2.87, 1.00], [2.50, 1.44, 2.04], [0.90, 2.20, 1.81], [2.13, 1.36, -0.52]], "homo_lumo_gap_ev": [7.8, 4.9], "total_charge": 1, "largest_force_ha_per_bohr": 0.039, "lumo_ev": [-3.48, -6.23], "spin_multiplicity": 2}

No. 5
{"formula": "C17H20N4O6", "method": "wB97M-V/def2-TZVPD", "species": ["C", "C", "O", "C", "O", "C", "N", "N", "C", "C", "C", "N", "C", "O", "C", "O", "C", "C", "C", "C", "C", "C", "N", "O", "O", "C", "C", "H", "H", "H", "H", "H", "H", "H", "H", "H", "H", "H", "H", "H", "H", "H", "H", "H", "H", "H", "H"], "positions_angstrom": [[-6.81, -0.91, 1.81], [-6.18, -2.03, 1.00], [-5.51, -1.52, -0.16], [-4.27, -1.05, 0.01], [-3.67, -1.07, 1.05], [-3.72, -0.54, -1.32], [-2.57, 0.29, -1.14], [-2.68, 1.61, -1.29], [-1.50, 2.14, -1.02], [-1.26, 3.60, -1.15], [-0.60, 1.11, -0.68], [0.76, 1.18, -0.35], [1.35, 2.10, 0.43], [0.84, 3.07, 0.93], [2.87, 1.85, 0.63], [3.20, 0.56, 0.17], [4.44, 0.08, 0.27], [5.52, 0.79, 0.79], [6.78, 0.21, 0.86], [7.00, -1.08, 0.41], [5.94, -1.80, -0.11], [4.67, -1.24, -0.19], [3.62, -2.04, -0.74], [3.88, -3.18, -1.04], [2.52, -1.54, -0.90], [-1.32, -0.07, -0.77], [-0.91, -1.48, -0.55], [-7.35, -1.34, 2.65], [-7.49, -0.34, 1.20], [-6.03, -0.25, 2.20], [-6.94, -2.71, 0.60], [-5.46, -2.59, 1.60], [-3.49, -1.40, -1.95], [-4.49, 0.06, -1.81], [-2.19, 4.10, -1.36], [-0.56, 3.79, -1.97], [-0.82, 3.98, -0.23], [1.30, 0.35, -0.59], [3.41, 2.62, 0.08], [3.08, 1.96, 1.70], [5.38, 1.79, 1.15], [7.60, 0.79, 1.27], [7.98, -1.52, 0.47], [6.07, -2.81, -0.47], [-1.31, -1.85, 0.39], [0.18, -1.56, -0.52], [-1.28, -2.12, -1.35]], "homo_lumo_gap_ev": 7.4, "e_above_lowest_kj_mol": 380.22, "largest_force_ha_per_bohr": 0.024, "lumo_ev": -0.75, "smiles": "CCOC(=O)Cn1nc(C)c(NC(=O)COc2ccccc2[N+](=O)[O-])c1C"}